Computed, not measured: a molecular structure, C58H34Cl5IKN7O at a distorted geometry, with ωB97M-V with the def2-TZVPD basis set.

```
107
Properties=species:S:1:pos:R:3:lowdin_charge:R:1
K -0.586 0.351 -1.239 0.80
Cl 8.541 4.355 -1.357 0.61
C 6.988 3.565 -1.222 -0.68
C 6.031 3.774 -2.198 -0.11
C 4.796 3.152 -2.076 -0.02
C 4.507 2.326 -0.994 -0.21
C 5.501 2.122 -0.038 -0.02
C 6.739 2.737 -0.140 -0.11
C 3.163 1.702 -0.815 -0.08
C 2.187 2.482 -0.173 -0.25
C 2.444 3.793 0.419 -0.02
C 1.292 4.168 1.019 -0.02
C 0.337 3.090 0.782 -0.25
C -0.972 3.078 1.286 -0.08
C -1.407 4.260 2.089 -0.21
C -1.184 4.248 3.466 -0.01
C -1.575 5.306 4.272 -0.11
C -2.205 6.393 3.688 -0.68
Cl -2.709 7.734 4.690 0.61
C -2.442 6.435 2.327 -0.11
C -2.037 5.368 1.534 -0.02
C -1.881 2.005 1.227 -0.25
N -1.576 0.738 0.893 0.02
C -2.699 0.006 1.023 -0.27
C -2.764 -1.398 0.876 -0.08
C -4.035 -2.072 1.225 -0.18
C -4.676 -2.886 0.288 -0.01
C -5.886 -3.500 0.571 -0.10
C -6.463 -3.309 1.814 -0.68
Cl -7.988 -4.080 2.184 0.61
C -5.845 -2.531 2.776 -0.11
C -4.637 -1.920 2.478 -0.03
C -1.696 -2.220 0.453 -0.26
C -1.644 -3.666 0.634 -0.02
C -0.435 -4.066 0.176 -0.02
C 0.238 -2.861 -0.298 -0.25
N -0.554 -1.789 -0.107 0.04
C 1.523 -2.836 -0.871 -0.07
C 2.281 -1.689 -1.184 -0.26
C 3.571 -1.716 -1.870 -0.03
C 4.033 -0.441 -1.858 -0.03
C 3.019 0.350 -1.172 -0.26
N 1.975 -0.427 -0.823 0.09
C 2.162 -4.150 -1.142 -0.20
C 1.602 -5.033 -2.067 -0.02
C 2.193 -6.257 -2.341 -0.11
C 3.354 -6.605 -1.673 -0.68
Cl 4.107 -8.146 -2.012 0.60
C 3.927 -5.760 -0.739 -0.11
C 3.329 -4.535 -0.484 -0.03
C -3.815 0.871 1.413 -0.01
C -3.296 2.110 1.568 -0.01
N 0.906 2.118 0.039 0.08
H 6.249 4.416 -3.041 0.10
H 4.037 3.311 -2.832 0.12
H 5.287 1.474 0.803 0.13
H 7.503 2.583 0.610 0.10
H 3.383 4.326 0.394 0.10
H 1.097 5.076 1.571 0.10
H -0.696 3.387 3.907 0.13
H -1.402 5.289 5.340 0.10
H -2.941 7.290 1.890 0.10
H -2.223 5.392 0.468 0.13
H -4.217 -3.018 -0.682 0.13
H -6.389 -4.105 -0.171 0.10
H -6.305 -2.402 3.747 0.10
H -4.141 -1.325 3.234 0.11
H -2.412 -4.279 1.085 0.10
H -0.023 -5.064 0.178 0.10
H 4.036 -2.587 -2.307 0.09
H 4.951 -0.060 -2.282 0.10
H 0.692 -4.737 -2.573 0.13
H 1.766 -6.930 -3.073 0.10
H 4.829 -6.062 -0.222 0.10
H 3.764 -3.860 0.243 0.12
H -4.845 0.576 1.527 0.10
H -3.815 3.014 1.848 0.10
Cl -3.212 0.912 -8.398 0.59
C -3.079 0.720 -6.656 -0.64
C -4.224 0.743 -5.890 -0.21
C -4.137 0.615 -4.515 -0.64
I -5.884 0.580 -3.339 0.79
C -2.920 0.495 -3.784 -0.50
O -2.853 0.449 -2.540 -0.16
C -1.734 0.394 -4.647 -0.14
N -0.574 0.144 -4.015 0.08
C 0.531 0.010 -4.712 -0.14
C 0.562 0.145 -6.109 -0.07
C -0.602 0.407 -6.781 -0.05
C -1.816 0.520 -6.066 -0.19
H -5.188 0.855 -6.367 0.08
H 1.434 -0.207 -4.146 0.10
H 1.500 0.040 -6.641 0.09
H -0.614 0.522 -7.856 0.07
N 0.807 -1.218 7.208 0.08
C 0.728 -1.107 5.819 -0.35
C -0.505 -1.082 5.171 -0.03
C -0.536 -0.915 3.795 -0.13
N 0.554 -0.785 3.050 0.09
C 1.725 -0.803 3.668 -0.15
C 1.873 -0.957 5.040 -0.04
H 0.005 -1.643 7.642 0.08
H 1.682 -1.563 7.564 0.08
H -1.422 -1.190 5.741 0.10
H -1.478 -0.880 3.257 0.09
H 2.594 -0.687 3.026 0.11
H 2.854 -0.967 5.502 0.10
```

Properties
Highest occupied orbital energy in eV: -1.559
Energy above the lowest of the compared OMol25 structures with the same formula, charge and spin in kcal/mol: 0.00
Gap between HOMO and LUMO in eV: 5.08
LUMO level in eV: 3.52
Multiplicity: 1
Maximum force in hartree/bohr: 0.0345
Net charge: -2